Here is C35H35N4NiP2S as an isolated structure from OMol25. Energies are from wB97M-V/def2-TZVPD.

Last column: Löwdin spin population.
Atoms and positions in Å:
Ni1 -0.078 0.015 0.512  1.5603
C1 -1.642 -0.969 4.430  0.0033
C2 -1.324 -0.781 2.984  0.0172
N1 -0.250 -0.230 2.541  0.0510
N2 0.691 0.195 3.420  0.0006
C3 1.754 0.693 2.817  0.0103
N3 2.728 1.146 3.623  0.0055
S1 2.003 0.871 1.097  0.0850
C4 -2.242 -1.268 1.935  0.0044
C5 -3.469 -1.842 2.233  0.0028
C6 -4.263 -2.316 1.200  0.0006
C7 -3.799 -2.231 -0.100  0.0025
C8 -2.562 -1.647 -0.316  0.0051
N4 -1.814 -1.153 0.666  0.0444
H1 -0.820 -0.597 5.033  0.0003
H2 -1.805 -2.025 4.655  0.0004
H3 -2.553 -0.430 4.697  0.0009
H4 2.648 1.028 4.618  0.0007
H5 3.578 1.503 3.226  0.0015
H6 -3.793 -1.921 3.260  0.0004
H7 -5.225 -2.762 1.414  0.0000
H8 -4.371 -2.612 -0.934  0.0003
H9 -2.145 -1.588 -1.311  0.0009
C9 1.343 2.362 -1.930  0.0005
C10 1.803 0.883 -2.104  0.0003
P1 0.458 -0.313 -1.825  0.0466
C11 1.142 -2.007 -1.902  0.0086
C12 0.816 -2.957 -2.863  0.0040
C13 1.228 -4.276 -2.697  0.0011
C14 1.945 -4.653 -1.571  0.0042
C15 2.264 -3.711 -0.599  0.0003
C16 1.864 -2.401 -0.767  0.0084
C17 -0.535 -0.174 -3.353  0.0126
C18 -1.905 0.061 -3.333  0.0010
C19 -2.622 0.171 -4.518  -0.0001
C20 -1.974 0.048 -5.736  -0.0003
C21 -0.602 -0.174 -5.768  0.0008
C22 0.112 -0.280 -4.586  0.0028
C23 -0.159 2.647 -1.709  0.0074
P2 -0.927 2.140 -0.121  0.0621
C24 -0.779 3.576 0.985  0.0122
C25 -1.088 4.862 0.545  0.0029
C26 -1.015 5.935 1.416  0.0009
C27 -0.643 5.731 2.740  -0.0003
C28 -0.355 4.453 3.190  0.0000
C29 -0.422 3.377 2.314  0.0005
C30 -2.718 2.126 -0.461  0.0089
C31 -3.503 1.662 0.602  0.0031
C32 -4.879 1.602 0.494  -0.0004
C33 -5.497 2.003 -0.687  0.0031
C34 -4.732 2.474 -1.739  0.0000
C35 -3.345 2.540 -1.628  0.0042
H10 1.600 2.895 -2.845  0.0000
H11 1.924 2.827 -1.133  0.0000
H12 2.572 0.632 -1.372  -0.0001
H13 2.251 0.725 -3.084  0.0005
H14 0.236 -2.684 -3.733  0.0002
H15 0.980 -5.013 -3.449  0.0000
H16 2.251 -5.683 -1.447  0.0002
H17 2.822 -4.004 0.281  -0.0001
H18 2.089 -1.639 -0.034  0.0021
H19 -2.422 0.205 -2.394  0.0003
H20 -3.687 0.361 -4.483  0.0000
H21 -2.532 0.134 -6.659  0.0000
H22 -0.087 -0.263 -6.715  0.0001
H23 1.179 -0.460 -4.632  0.0002
H24 -0.738 2.175 -2.502  0.0001
H25 -0.315 3.722 -1.822  0.0018
H26 -1.405 5.032 -0.478  0.0002
H27 -1.254 6.930 1.066  0.0002
H28 -0.586 6.572 3.418  0.0000
H29 -0.075 4.290 4.222  0.0000
H30 -0.200 2.383 2.674  -0.0001
H31 -3.019 1.359 1.526  0.0002
H32 -5.474 1.250 1.327  -0.0001
H33 -6.573 1.957 -0.779  0.0002
H34 -5.209 2.800 -2.654  0.0000
H35 -2.770 2.917 -2.465  0.0003

E_LUMO (alpha / beta)   -2.9 / -3.3 eV
ΔE to the lowest compared entry with this formula, charge and spin   0.0 kJ/mol
E   -113276.844 eV
Spin multiplicity   3
Total charge   +1
Kohn-Sham gap (alpha / beta)   7.52 / 7.39 eV